# 1
C3H8AsN2ReS5SbSe4 | ωB97M-V/def2-TZVPD

Atoms and positions in Å:
Re: -0.37051 1.45338 -0.46965
Sb: -3.81321 0.67082 1.36880
Se: -5.12256 -0.35276 3.24343
Se: -2.13692 0.56839 -1.48572
Se: -6.11368 0.12265 1.11701
Se: -4.19492 3.21511 1.80086
As: -0.80058 3.22427 2.34254
S: -0.77982 0.97591 1.60023
S: -0.79603 3.51275 -0.00160
S: -2.72838 3.59023 3.40201
S: 1.86216 1.09432 -1.16963
S: 0.91191 3.77191 3.28306
N: 1.91537 -1.49129 -0.36132
N: 1.69554 -1.12257 -2.59898
C: 1.80318 -0.65264 -1.37152
C: 2.08060 -1.16536 1.05873
C: 1.68062 -2.53924 -2.94378
H: 0.85434 -3.05191 -2.44662
H: 1.90930 -2.47464 -0.58810
H: 2.62659 -3.01794 -2.68128
H: 1.24902 -1.57313 1.62860
H: 1.53653 -2.63032 -4.01541
H: 1.61176 -0.44149 -3.33006
H: 3.01165 -1.59361 1.42414
H: 2.10805 -0.09285 1.19425

Cartesian forces, eV/Å:
-0.07 -0.08 -0.38
1.51 0.40 0.21
-0.11 0.04 0.05
0.12 0.08 -0.10
-2.03 -0.55 -0.19
0.17 -0.12 -0.02
-0.01 -0.07 0.14
0.39 0.15 0.44
-0.03 0.19 0.04
0.35 -0.03 -0.22
-0.03 0.08 0.05
-0.27 0.02 0.03
0.05 0.10 0.28
0.03 -0.19 -0.09
-0.07 -0.17 0.09
0.06 -0.10 -0.04
0.00 0.00 -0.01
-0.01 0.03 0.00
0.00 -0.06 0.01
-0.01 0.03 0.00
-0.05 -0.02 -0.03
0.02 0.02 0.00
-0.04 0.14 -0.18
0.01 -0.02 -0.05
0.03 0.11 -0.04

Summary:
Charge: +1
Gap between HOMO and LUMO: 5.46 eV
LUMO: -0.1923 Ha



# 2
C7H7AsCsF6I2N4S | ωB97M-V/def2-TZVPD

Atoms and positions in Å:
Cs: 0.60767 -0.57021 -1.48732
I: 5.35587 1.71956 0.16873
I: 7.18965 2.44431 -1.57468
As: 3.36206 0.05380 -3.70279
S: -2.47333 -2.08614 -2.10100
F: 4.38566 -0.89170 -2.63231
F: 2.69611 0.86401 -2.25772
F: 2.12077 -1.23499 -3.54338
F: 3.97797 -0.73446 -5.10252
F: 4.55295 1.29520 -3.82169
F: 2.18672 0.96789 -4.62995
N: -4.72833 -2.99697 -1.10689
N: -3.48455 -1.97577 0.45328
N: -0.39429 0.51213 1.46643
N: -2.52131 -1.11886 0.65588
C: -1.62993 1.02626 3.46510
C: 0.56292 1.90165 3.16320
C: -2.59011 -0.40643 1.73482
C: -1.49258 0.39343 2.22436
C: -3.57861 -2.32808 -0.91677
C: 0.60137 1.24549 1.93542
C: -0.57888 1.78952 3.93981
H: -2.53988 0.91096 4.03595
H: -4.95070 -3.33947 -2.02499
H: -3.52111 -0.40740 2.31013
H: 1.40982 2.49029 3.48298
H: -0.65219 2.28937 4.89562
H: 1.47858 1.33600 1.30300
H: -5.35231 -3.14935 -0.33269

Cartesian forces, eV/Å:
-1.01 -0.21 0.84
-0.10 -0.05 0.12
0.09 0.04 -0.11
0.28 -0.10 -0.25
0.11 0.10 -0.35
-0.51 0.42 -0.44
0.44 -0.05 -0.32
0.69 0.38 -0.31
-0.16 0.10 0.21
-0.25 -0.13 0.04
0.52 -0.38 0.31
0.08 0.11 -0.11
0.41 0.49 -0.57
0.08 -0.08 -0.02
0.10 -0.09 0.19
0.09 -0.15 -0.30
-0.08 -0.01 0.02
-0.64 -0.38 0.16
0.19 0.48 0.20
-0.61 -0.60 0.59
-0.01 0.09 0.11
0.16 0.03 -0.04
-0.05 -0.01 0.01
-0.02 -0.01 0.04
0.15 -0.01 -0.04
0.02 0.03 0.03
0.02 0.02 0.01
0.02 0.00 -0.01
0.00 0.00 -0.01

Summary:
Charge: 0
Gap between HOMO and LUMO (spin up / spin down): 7.63 / 5.77 eV
2S+1: 2
Energy above the lowest of the compared OMol25 structures with the same formula, charge and spin: 3.8 kcal per mole
LUMO (spin up / spin down): -0.0429 / -0.1113 Ha



# 3
C32H62F2N2O10S | ωB97M-V/def2-TZVPD

Atoms and positions in Å:
S: -6.04575 -1.49103 0.60355
F: -7.54005 -1.15834 1.11905
F: -4.19609 2.42112 2.79596
O: 2.49498 -9.49580 -5.96207
O: -6.29921 2.52197 2.28994
O: -1.71575 0.58783 -1.77461
O: 3.57010 6.83976 2.43969
O: -5.79434 -2.85307 0.93137
O: 3.06161 -1.51860 0.36845
O: 1.69465 2.33671 3.78891
O: 3.16178 -4.82758 -3.41344
O: -7.30192 7.43126 3.56453
O: -6.02575 -1.20592 -0.79999
N: -5.09466 -0.42798 1.46024
N: -1.72354 -0.02149 0.48668
C: 1.98009 -9.37395 -7.29410
C: -6.66549 6.18185 3.86379
C: -5.27474 2.01887 2.07187
C: 2.53838 8.96827 2.27975
C: -1.74390 2.42085 -0.23928
C: 2.87982 -7.18040 -3.48648
C: 4.22001 7.72143 3.36451
C: 2.22862 -6.57639 -4.71560
C: 4.34490 -3.04676 -0.91256
C: -5.17229 0.94509 0.94782
C: 3.04444 -9.92461 -8.22726
C: 0.27056 -0.64747 1.94409
C: -3.71216 -0.91960 1.66422
C: 3.90719 9.13758 2.91393
C: 2.34422 3.21771 4.71459
C: 0.66545 4.46406 3.62239
C: 3.20574 -2.91730 0.08146
C: 3.66149 -10.32829 -5.98745
C: 2.66056 7.59963 1.63295
C: -8.41900 7.19192 2.70096
C: -2.82501 -1.02929 0.36423
C: 3.79435 -6.05604 -3.03155
C: -0.38222 -0.66681 0.51659
C: 0.78942 3.09345 2.97975
C: 2.03326 4.63355 4.25962
C: 5.22588 -1.86932 -0.53604
C: -8.29847 5.75609 2.21772
C: -1.73549 0.91006 -0.63256
C: 3.70575 -10.97973 -7.35881
C: 2.07880 -5.12072 -4.30730
C: 4.19643 -0.81785 -0.15955
C: -7.60591 5.08716 3.39208
H: 1.74031 -8.32898 -7.49954
H: 3.96263 -6.06128 -1.95293
H: -8.33716 4.85936 4.17381
H: -9.26016 5.31099 1.96210
H: 3.86513 -0.25501 -1.03898
H: 5.89201 -1.54526 -1.33562
H: -9.33431 7.33946 3.28447
H: 1.76924 8.94751 3.05703
H: -0.34249 -1.67884 0.05828
H: -2.76515 2.69100 0.10805
H: -0.10651 4.44532 4.39730
H: 0.41178 5.24860 2.90866
H: 4.85127 -4.01016 -0.85609
H: -2.44837 -2.05647 0.19537
H: 2.26423 -3.31033 -0.30736
H: 3.60699 -11.05779 -5.17751
H: -5.71454 6.14951 3.31970
H: 3.81204 7.52338 4.36213
H: 1.05773 -9.96156 -7.35352
H: 3.92693 9.85803 3.73148
H: 3.08374 7.67206 0.62557
H: -6.12204 1.03553 0.37524
H: 3.96873 -2.91889 -1.92959
H: 3.41462 3.00659 4.73185
H: 2.75582 4.95179 3.50645
H: 1.70360 7.07759 1.57112
H: 2.28236 9.75357 1.56874
H: 3.76660 -9.14147 -8.47501
H: 3.41328 -8.10930 -3.68446
H: 5.29054 7.51127 3.37894
H: 1.93410 3.02078 5.71147
H: 4.71618 -11.23941 -7.67427
H: 2.90489 -6.65800 -5.57103
H: 4.62984 9.45819 2.15840
H: 1.21692 3.16345 1.97236
H: -4.36326 1.22900 0.24211
H: -0.37727 -1.20473 2.65979
H: -6.45575 6.12510 4.93330
H: 4.76561 -6.10554 -3.53646
H: -7.65563 5.71157 1.33340
H: -1.53185 3.01895 -1.14506
H: -3.47314 -0.76759 -0.50564
H: -1.05526 2.62317 0.60860
H: 2.11439 -4.43957 -5.15938
H: 4.56864 -0.11218 0.58507
H: -7.08769 4.16392 3.12986
H: -3.80853 -1.95027 2.08464
H: 2.05132 5.35634 5.07618
H: 0.29059 -0.02670 -0.10858
H: 1.14095 -4.95370 -3.76654
H: 4.53601 -9.68877 -5.82265
H: 2.12135 -7.37769 -2.72345
H: -0.16871 2.57195 2.91610
H: 3.43678 -3.43081 1.02148
H: 1.31341 -1.08435 1.89203
H: -8.40915 7.91380 1.88210
H: 0.35124 0.42538 2.28720
H: 2.63312 -10.31530 -9.15783
H: 5.83662 -2.12441 0.33511
H: 1.28189 -7.04301 -4.98491
H: 3.10298 -11.89212 -7.35917
H: -3.15615 -0.34552 2.43803

Cartesian forces, eV/Å:
-0.52 -1.15 -1.47
1.83 0.16 -0.23
0.10 -0.88 -0.84
0.12 -0.15 -0.24
-1.64 0.73 0.41
-0.27 -0.56 -0.97
0.00 0.39 -0.05
0.08 0.76 1.10
0.27 -0.13 -0.19
-0.06 0.23 0.00
-0.08 -0.24 -0.08
-0.05 -0.18 -0.09
-0.40 0.88 0.73
0.09 0.15 -0.11
-0.17 -0.98 -0.90
-0.24 -0.07 0.12
0.12 0.12 -0.09
0.75 -1.04 -0.54
-0.27 0.04 0.14
-0.19 -0.64 0.01
-0.10 -0.13 0.24
-0.06 -0.20 0.19
0.07 0.05 -0.27
-0.09 0.05 -0.33
-0.13 0.70 -0.28
0.14 0.22 -0.15
-0.12 0.18 -0.38
0.83 -2.20 0.28
0.23 0.13 -0.12
-0.15 -0.14 0.24
-0.26 0.06 0.19
-0.07 -0.07 0.27
0.08 0.19 0.16
0.12 -0.14 -0.21
-0.10 0.14 0.16
-0.73 1.25 0.39
0.18 0.12 -0.09
1.77 0.99 0.52
0.14 -0.11 -0.18
0.30 0.04 -0.16
0.23 -0.04 0.26
0.07 0.00 -0.23
0.23 1.55 1.32
-0.06 -0.29 0.01
-0.14 0.13 0.15
-0.17 0.20 -0.10
-0.05 -0.24 0.24
0.00 0.00 0.11
-0.01 0.10 -0.02
0.02 0.03 -0.01
0.02 0.03 0.02
0.08 0.04 -0.01
-0.05 0.01 0.01
-0.06 -0.01 -0.08
0.00 0.01 -0.05
-0.36 0.57 0.26
0.58 -0.20 -0.10
-0.02 0.00 -0.06
0.02 -0.04 -0.01
-0.03 0.03 0.02
-0.16 0.59 0.25
-0.02 0.08 0.03
-0.06 0.08 0.03
0.03 -0.08 0.05
0.06 0.05 0.04
-0.02 0.04 -0.09
0.00 -0.05 -0.01
-0.09 0.04 -0.03
0.68 0.24 0.55
0.00 -0.12 0.04
-0.04 -0.09 -0.06
-0.04 0.04 0.07
0.07 -0.08 0.02
0.01 -0.04 0.00
-0.04 -0.02 -0.02
-0.03 0.04 -0.03
-0.05 -0.09 -0.04
0.07 0.03 0.04
-0.02 0.03 0.03
-0.05 -0.03 0.01
0.00 0.00 0.05
-0.08 0.05 -0.05
-0.24 -0.52 0.45
0.58 0.32 -0.33
0.00 0.11 -0.02
0.03 -0.08 0.06
-0.05 0.00 0.00
0.07 -0.30 0.61
0.54 -0.34 0.41
-0.35 -0.13 -0.64
0.05 0.06 0.08
-0.12 -0.02 0.04
-0.21 0.41 0.16
-0.08 0.82 -0.20
-0.01 -0.04 0.00
-0.38 -0.65 0.33
-0.05 0.00 -0.08
0.07 -0.08 0.00
0.04 -0.02 -0.01
0.05 -0.07 0.05
-0.02 -0.08 -0.03
-1.29 0.44 0.12
0.06 0.05 0.08
-0.08 -1.22 -0.27
-0.01 0.01 0.04
0.01 0.06 -0.03
0.04 0.00 0.02
0.05 0.01 0.01
-0.78 0.07 -0.65

Summary:
Charge: 0
Gap between HOMO and LUMO: 9.74 eV
LUMO: 0.0180 Ha



# 4
C20H22N2O5S | ωB97M-V/def2-TZVPD

Atoms and positions in Å:
S: 0.82396 -4.67551 -0.19197
O: 2.84496 3.63981 3.04989
O: -0.43161 -5.28702 0.10546
O: 1.21275 2.89162 4.38232
O: -2.51414 1.20954 -3.31270
O: 2.01244 -5.47133 -0.15600
N: 0.79048 -4.00595 -1.73671
N: -1.60858 1.93466 -1.37805
C: 0.12584 -1.66647 2.41118
C: 2.05609 1.48409 2.65429
C: 0.75371 -1.74853 -2.62872
C: -2.24397 3.23226 -1.52656
C: -1.32249 4.23610 -2.21338
C: 1.97055 2.70919 3.46230
C: -1.81431 1.00452 -2.33922
C: -1.11354 -0.30977 -2.14849
C: 1.01113 -3.20941 0.82470
C: 2.13025 -2.41736 0.64747
C: 0.11898 -0.52705 -2.75146
C: -1.72685 -1.35175 -1.46292
C: 1.28347 0.43036 2.94270
C: -0.80024 1.72027 -0.19830
C: -1.10154 -2.57751 -1.34175
C: 1.22883 -0.82800 2.22151
C: 2.23823 -1.22739 1.33978
C: 0.15182 -2.77894 -1.91293
C: -1.63558 1.27622 1.00211
C: 0.01026 -2.84838 1.70452
H: -2.70749 -1.20567 -1.03526
H: 2.75477 1.51357 1.83392
H: 2.90818 -2.74520 -0.02430
H: 0.60753 0.52955 3.78446
H: -1.82452 5.19491 -2.30821
H: 0.58597 0.26804 -3.31379
H: -2.53758 3.59596 -0.53919
H: -0.29211 2.65943 0.03889
H: -1.06582 3.87736 -3.20653
H: 1.67842 -4.10444 -2.20505
H: -0.40589 4.37846 -1.64437
H: -0.03940 0.96523 -0.41175
H: -0.64960 -1.37414 3.10315
H: -1.02231 1.28162 1.89870
H: -2.02010 0.27236 0.84411
H: -1.57142 -3.39473 -0.81933
H: -2.47480 1.95049 1.15352
H: 2.77483 4.43490 3.60087
H: -0.83911 -3.50214 1.82167
H: 1.71533 -1.91048 -3.09440
H: 3.11280 -0.61008 1.20998
H: -3.13857 3.08672 -2.13617

Cartesian forces, eV/Å:
0.41 0.16 -0.22
0.42 0.19 -0.34
-0.16 0.31 0.02
0.00 -0.02 0.00
-0.16 -0.01 -0.34
0.17 0.16 -0.07
0.21 -0.70 0.60
-0.03 0.12 -0.02
0.24 0.17 -0.02
-0.14 -0.39 -0.04
-0.01 -0.21 0.05
-0.09 0.18 -0.27
-0.15 -0.18 0.12
-0.38 0.20 0.53
0.16 -0.08 0.17
-0.05 -0.19 -0.19
-0.18 -0.49 -0.12
0.15 0.06 0.01
-0.14 0.02 0.07
0.12 0.19 -0.06
0.25 0.74 0.17
0.02 -0.22 0.42
0.03 0.02 -0.20
-0.06 -0.53 -0.28
-0.13 -0.08 0.04
-0.63 0.66 -0.15
0.19 0.14 -0.19
-0.03 -0.19 0.00
-0.11 0.01 0.06
0.06 -0.12 -0.15
0.14 0.04 -0.09
-0.04 0.08 0.06
0.00 0.15 -0.03
0.05 0.07 -0.07
-0.03 -0.06 -0.02
0.06 -0.06 -0.07
0.03 -0.01 -0.10
0.15 -0.11 0.08
0.10 0.05 0.04
0.00 0.18 0.04
-0.08 0.03 0.08
0.00 0.00 0.15
-0.06 -0.12 0.00
-0.15 -0.04 0.03
-0.10 0.06 0.06
-0.20 -0.24 0.07
-0.15 -0.01 0.04
0.14 0.00 -0.03
0.11 0.05 -0.02
0.05 0.06 0.18

Summary:
Charge: 0
Gap between HOMO and LUMO: 8.04 eV
Energy above the lowest of the compared OMol25 structures with the same formula, charge and spin: 20.8 kcal per mole
LUMO: -0.0329 Ha



# 5
C10H23BIN2O6 | ωB97M-V/def2-TZVPD

Atoms and positions in Å:
I: 1.42802 5.36892 0.50581
O: -3.86464 -4.93069 -0.26967
O: -1.44260 0.85806 -0.67699
O: -2.66157 -3.96390 -1.83321
O: -1.95021 -3.82439 0.34765
O: 3.84716 4.97212 -1.45496
O: 4.41198 2.48032 -1.36321
N: 2.11446 2.54459 2.78564
N: 1.56463 2.29929 -0.17511
C: -1.51258 -3.22215 -2.26167
C: 3.10957 3.00934 1.74524
C: 0.48906 1.86122 0.79419
C: 2.43753 3.43742 0.30378
C: 1.19389 1.44802 2.25313
C: -0.25979 -4.08146 -2.23275
C: -2.75073 -4.19270 -0.50020
C: -2.55101 1.52248 0.02698
C: -4.01374 -5.33908 1.08856
C: -0.32145 0.53993 0.22758
B: 3.61647 3.63685 -0.86692
H: 1.71180 0.39076 2.18791
H: 1.09608 2.50499 -1.08727
H: -0.40668 -4.99257 -2.82132
H: -1.70858 -2.90639 -3.29142
H: -0.20724 2.78689 1.01624
H: -3.51293 0.86097 0.14044
H: 2.20361 1.46271 -0.30998
H: -0.61213 -0.20390 1.10463
H: -4.98889 -5.82235 1.19282
H: -2.28679 1.94311 1.08657
H: 0.30728 1.37222 3.04880
H: -1.39562 -2.31099 -1.66265
H: -0.01430 -4.39820 -1.21484
H: 0.46888 -0.06295 -0.43305
H: -3.23747 -6.06677 1.34486
H: 3.76472 1.98134 -1.96978
H: -2.86210 2.46495 -0.63637
H: 3.90840 2.15246 1.60627
H: 3.11382 5.07939 -2.14635
H: 3.62292 3.99469 2.17009
H: 1.53562 3.35829 3.09700
H: -3.97973 -4.48157 1.76857
H: 0.59487 -3.53125 -2.63504

Cartesian forces, eV/Å:
-0.14 -1.08 0.06
0.97 0.80 -0.40
0.88 0.28 2.55
-0.31 -0.05 1.00
-1.10 -0.30 -1.10
-1.85 -3.45 0.09
-3.78 1.47 0.15
-0.42 -0.18 -1.96
-0.42 -0.94 0.03
0.56 0.15 -0.17
0.20 0.47 0.67
-1.54 -1.04 2.62
1.98 0.22 0.38
-1.01 0.56 0.22
0.02 -0.26 0.25
0.28 -0.18 0.20
-1.39 1.51 -0.16
-0.16 -0.23 0.59
0.84 -0.41 -0.67
1.71 1.02 -1.85
-0.78 2.23 0.07
0.45 -0.11 0.72
0.02 0.22 -0.06
-0.28 -0.18 0.23
1.42 -1.88 -0.78
2.12 0.92 -0.32
-0.72 1.04 0.04
0.40 1.83 -1.66
0.18 0.14 -0.32
-0.22 -0.96 -1.93
1.91 -0.04 -1.93
-0.10 -0.24 0.08
-0.06 0.17 -0.11
-1.76 1.15 1.26
-0.06 0.24 0.04
1.76 0.73 1.04
0.69 -2.11 1.43
-1.55 1.73 0.04
1.49 0.25 1.29
-0.91 -2.30 -1.02
0.64 -0.99 -0.40
0.14 -0.17 -0.17
-0.10 -0.04 -0.04

Summary:
Charge: +1
Gap between HOMO and LUMO: 9.13 eV
LUMO: -0.1358 Ha



no.,DFT total energy (eV),strongest force on any atom (eV Å⁻¹)
1,-391285.630,2.108
2,-118064.286,1.328
3,-73910.727,2.373
4,-45150.378,0.950
5,-34777.092,4.057